Entry from the OMol25 dataset: a structure of composition C44H53F6N7O7PS3Ti (the ωB97M-V functional and the def2-TZVPD basis).

```
122
Properties=species:S:1:pos:R:3
Ti 0.3340 -0.7100 -0.4458
N 7.3600 0.8361 -3.5466
C 6.3183 0.5537 -2.7143
C 5.0437 0.2712 -3.2354
C 3.9951 -0.0172 -2.3931
C 4.1991 -0.0062 -1.0150
C 5.4514 0.2823 -0.4785
C 6.4987 0.5653 -1.3212
S 2.9389 -0.5063 0.0565
O 3.4835 -0.8716 1.3186
O 2.1472 -1.5461 -0.6975
N 1.7002 0.5329 0.1692
C 1.8760 1.8213 0.6839
N 3.1155 2.2570 0.8813
C 3.2313 3.4974 1.3506
C 2.1319 4.2939 1.6197
C 0.8941 3.7291 1.3710
N 0.7536 2.4937 0.8995
H 7.2686 0.6876 -4.5341
H 8.2913 0.9020 -3.1793
H 4.8964 0.2755 -4.3095
H 3.0127 -0.2371 -2.7884
H 5.5827 0.2778 0.5961
H 7.4752 0.7947 -0.9113
H 4.2432 3.8510 1.5157
H 2.2356 5.2989 2.0025
H -0.0254 4.2767 1.5548
C 0.9360 0.0167 5.7658
C 1.2107 0.3004 4.2842
C 1.8382 1.6869 4.1211
P -0.0823 -0.0357 2.9586
C -1.0219 -1.4111 3.8050
C -2.3533 -1.7035 3.1216
C -0.1391 -2.6607 3.8701
C -1.3671 1.2926 3.0625
C -1.5504 1.9470 4.2803
C -2.5138 2.9205 4.5075
C -2.6666 3.5762 5.8546
C -3.3467 3.2473 3.4488
C -3.2114 2.6141 2.2270
C -2.2263 1.6547 2.0062
N -2.2583 1.0255 0.6962
C -3.3419 1.3521 -0.2300
C -4.4315 0.4947 -0.3551
C -4.5647 -0.7388 0.4953
C -5.4005 0.8091 -1.2983
C -5.2973 1.9336 -2.1094
C -6.3738 2.2612 -3.1110
C -4.1854 2.7542 -1.9615
C -3.1894 2.4810 -1.0309
C -1.9986 3.3927 -0.8970
H 1.8935 0.0458 6.2922
H 0.4976 -0.9608 5.9513
H 0.3015 0.7661 6.2388
H 1.9672 -0.4230 3.9610
H 1.1078 2.4850 4.2734
H 2.2806 1.8095 3.1334
H 2.6367 1.8202 4.8545
H -1.2476 -1.0632 4.8155
H -2.2248 -1.9489 2.0677
H -3.0302 -0.8526 3.1995
H -2.8363 -2.5603 3.5999
H 0.2315 -2.9385 2.8819
H -0.7077 -3.5045 4.2705
H 0.7346 -2.5195 4.5075
H -0.9092 1.6773 5.1059
H -1.9588 3.1699 6.5772
H -3.6743 3.4256 6.2454
H -2.5006 4.6536 5.7882
H -4.1194 3.9984 3.5744
H -3.8967 2.8639 1.4291
H -3.7560 -1.4424 0.2923
H -5.5074 -1.2430 0.2890
H -4.5350 -0.4913 1.5566
H -6.2559 0.1498 -1.4069
H -7.2560 2.6633 -2.6081
H -6.6888 1.3713 -3.6585
H -6.0303 3.0040 -3.8299
H -4.0818 3.6292 -2.5953
H -1.9563 4.0839 -1.7379
H -1.0648 2.8331 -0.8518
H -2.0663 3.9837 0.0214
C -0.2326 -4.0965 -4.3134
N 0.3945 -2.7907 -3.9542
C 1.4394 -2.4185 -4.9437
C -0.6747 -1.7266 -3.8059
C -0.1427 -0.3277 -3.6493
C -0.2899 0.4829 -4.7734
C 0.1177 1.8055 -4.7727
C 0.7054 2.3017 -3.6261
C 0.8627 1.4870 -2.5107
C 0.4378 0.1503 -2.4515
H 0.5263 -4.8744 -4.2845
H -0.6488 -4.0136 -5.3148
H -1.0129 -4.3224 -3.5929
H 0.8374 -2.9370 -3.0394
H 0.9668 -2.3118 -5.9179
H 2.1883 -3.2011 -4.9761
H 1.8920 -1.4751 -4.6573
H -1.2947 -2.0201 -2.9616
H -1.2703 -1.8044 -4.7138
H -0.7533 0.0736 -5.6658
H -0.0249 2.4299 -5.6454
H 1.0412 3.3310 -3.5841
H 1.3411 1.9440 -1.6660
F -2.2758 -4.5541 1.2574
C -1.1187 -4.9708 0.7461
F -1.3124 -6.0422 0.0005
F -0.2765 -5.2298 1.7200
S -0.5351 -3.6280 -0.4046
O -0.3117 -2.4349 0.4574
O -1.6247 -3.4523 -1.3205
N 0.7292 -4.1562 -1.1629
S 1.9894 -4.7242 -0.2531
O 1.9128 -6.1482 -0.1840
O 2.1917 -3.9643 0.9398
C 3.4311 -4.4288 -1.4181
F 4.3498 -3.7047 -0.8098
F 3.0334 -3.7819 -2.5251
F 3.9371 -5.5960 -1.7706
O -1.4720 -0.4153 -0.8619
C -1.3177 0.2464 0.2107
```

Computed properties:
- strongest force on any atom (eV/A) = 1.38
- charge = +1
- calculated total energy (eV) = -152462.28737
- energy above the lowest of the compared OMol25 structures with the same formula, charge and spin (kcal per mole) = 47.79

Atom charges from the Mulliken analysis, given in e for atoms 1 to 8:
1. Ti -1.167
2. N -0.463
3. C 0.956
4. C -1.099
5. C 0.082
6. C -0.228
7. C -0.964
8. C -0.846

***

Entry from the OMol25 dataset: a structure of composition C44H54BCl5N2O2Rb (the ωB97M-V functional and the def2-TZVPD basis).

```
109
Properties=species:S:1:pos:R:3
Rb 0.7546 1.9816 0.0943
C 4.4162 -0.6349 -0.9500
C 3.7450 0.6579 -1.3379
C 2.6812 0.6377 -2.2487
C 2.0451 -0.6704 -2.6405
C 2.1697 1.8395 -2.7503
C 1.0208 1.7991 -3.7253
C 2.6908 3.0602 -2.3088
C 2.0839 4.3574 -2.7836
C 3.7222 3.0812 -1.3612
C 4.3314 4.3877 -0.9203
C 4.2102 1.8783 -0.8354
C 5.2062 1.9046 0.2964
H 3.9229 -1.1348 -0.1157
H 5.4572 -0.4700 -0.6761
H 4.4063 -1.3342 -1.7852
H 0.9628 -0.5597 -2.6817
H 2.2434 -1.4504 -1.9070
H 2.3983 -1.0260 -3.6145
H 0.0661 1.7287 -3.1903
H 1.0880 0.9274 -4.3744
H 0.9963 2.6793 -4.3643
H 1.0058 4.2631 -2.9084
H 2.4969 4.6766 -3.7454
H 2.2510 5.1597 -2.0686
H 3.7378 4.8654 -0.1375
H 4.4059 5.0844 -1.7551
H 5.3366 4.2432 -0.5323
H 6.2300 2.0734 -0.0513
H 5.1942 0.9715 0.8543
H 4.9587 2.6961 1.0022
Cl 1.1539 4.9612 0.9224
C 0.8679 4.3845 2.6644
C 1.4517 3.2302 3.0833
C 1.1637 2.8992 4.3899
Cl 1.8517 1.4160 5.0721
C 0.3420 3.6493 5.2245
Cl -0.0065 3.1791 6.8537
C -0.2261 4.8205 4.7165
Cl -1.2566 5.7837 5.7192
C 0.0341 5.2154 3.4042
Cl -0.6803 6.6592 2.7877
C -5.7088 -1.7690 -2.3855
C -4.4144 -1.1231 -1.9002
C -3.7315 -0.3012 -2.9995
C -4.6045 -0.2403 -0.6844
C -5.6518 0.6730 -0.6218
C -5.7746 1.5411 0.4486
C -4.8262 1.5295 1.4544
C -3.7552 0.6454 1.4192
C -2.6578 0.7487 2.4559
C -1.9964 2.1273 2.3452
C -3.1496 0.4786 3.8751
C -3.6660 -0.2568 0.3542
N -2.6465 -1.2455 0.3471
B -1.2696 -1.2408 -0.0960
N -0.7906 -2.5747 0.2159
C -1.8325 -3.2914 0.8058
C -2.9171 -2.5016 0.8948
C 0.5032 -3.1154 0.0451
C 0.7656 -3.9582 -1.0425
C 2.0400 -4.4955 -1.1791
C 3.0346 -4.2100 -0.2606
C 2.7646 -3.3704 0.8060
C 1.5046 -2.8060 0.9745
C 1.2478 -1.8346 2.1056
C 1.5935 -2.4059 3.4788
C 2.0189 -0.5448 1.8367
C -0.3076 -4.2703 -2.0656
C -0.6304 -5.7647 -2.0901
C 0.0939 -3.7750 -3.4556
H -5.5038 -2.4259 -3.2330
H -6.4393 -1.0307 -2.7191
H -6.1700 -2.3629 -1.5947
H -3.7255 -1.9230 -1.6210
H -4.3804 0.5166 -3.3227
H -3.5074 -0.9244 -3.8699
H -2.8055 0.1258 -2.6042
H -6.3756 0.7074 -1.4266
H -6.6015 2.2395 0.4915
H -4.9051 2.2341 2.2739
H -1.9064 -0.0021 2.2040
H -2.6243 2.9080 2.7831
H -1.8528 2.3632 1.2887
H -1.0412 2.1562 2.8759
H -3.9224 1.1925 4.1683
H -2.3259 0.5722 4.5854
H -3.5674 -0.5253 3.9618
H -1.7066 -4.3119 1.1276
H -3.8895 -2.7307 1.2978
H 2.2543 -5.1442 -2.0203
H 4.0237 -4.6353 -0.3782
H 3.5480 -3.1403 1.5184
H 0.1831 -1.5957 2.1026
H 2.6592 -2.6284 3.5601
H 1.0391 -3.3253 3.6729
H 1.3480 -1.6804 4.2549
H 3.0990 -0.6932 1.9178
H 1.7528 0.2472 2.5371
H 1.8089 -0.2011 0.8194
H -1.2119 -3.7345 -1.7723
H 0.2366 -6.3547 -2.3939
H -1.4377 -5.9688 -2.7960
H -0.9428 -6.1111 -1.1042
H 0.9994 -4.2732 -3.8085
H 0.2818 -2.7021 -3.4419
H -0.7009 -3.9745 -4.1770
O -0.4917 -0.2788 -0.6485
O -1.3650 0.8957 -0.9067
```

Computed properties:
- strongest force on any atom (eV/A) = 0.81
- charge = -1
- calculated total energy (eV) = -117528.14973
- energy above the lowest of the compared OMol25 structures with the same formula, charge and spin (kcal per mole) = 0.64

Atom charges from the Mulliken analysis, given in e for atoms 1 to 8:
1. Rb 0.606
2. C -2.450
3. C 0.755
4. C 1.642
5. C -1.148
6. C 0.338
7. C -2.284
8. C 2.083

***

Entry from the OMol25 dataset: a cluster of 6 separate species, C44H54F6N7O7 in total (the ωB97M-V functional and the def2-TZVPD basis).

```
118
Properties=species:S:1:pos:R:3
C 22.6579 12.2286 20.6047
N 21.2793 12.7935 20.6299
C 21.1186 14.1610 20.4153
C 19.8287 14.6270 20.3678
C 18.7050 13.7937 20.4888
C 19.0366 12.5018 20.9793
C 20.3040 11.9615 20.9544
C 17.2862 14.1203 20.1795
C 16.9339 14.9643 19.0925
C 15.5753 15.1775 18.7404
N 14.5706 14.7137 19.5819
C 14.8362 14.0672 20.7076
C 16.1710 13.7121 21.0002
C 13.1477 14.9924 19.2118
H 22.7155 11.3249 19.9981
H 22.9989 12.0170 21.6182
H 23.3002 13.0019 20.1834
H 21.9596 14.7529 20.0856
H 19.6690 15.6548 20.0772
H 18.2559 11.7744 21.1464
H 20.4552 10.9290 21.2326
H 17.6784 15.4231 18.4588
H 15.3687 15.7751 17.8649
H 14.0337 13.5560 21.2184
H 16.4710 13.0791 21.8222
H 12.4422 14.7359 20.0021
H 12.8524 14.3300 18.3981
H 13.1052 16.0015 18.8019
C 12.0627 7.9861 26.4213
N 11.5158 7.8996 24.9789
C 11.2216 8.9842 24.2777
C 10.7781 8.7683 22.9829
C 10.4741 7.5195 22.4628
C 10.6627 6.4416 23.3084
C 11.1752 6.6462 24.5592
C 10.0470 7.2974 21.0971
C 8.9689 6.4798 20.7686
C 8.6216 6.1570 19.4155
N 9.4451 6.6984 18.4258
C 10.5004 7.5068 18.6712
C 10.7872 7.7939 20.0426
C 9.2812 6.3885 16.9337
H 11.6049 7.1975 27.0185
H 11.7100 8.9257 26.8464
H 13.1320 7.7780 26.3832
H 11.6514 9.8966 24.6638
H 10.4994 9.6342 22.4008
H 10.4435 5.4597 22.9156
H 11.4969 5.8386 25.2002
H 8.3712 6.0182 21.5406
H 7.7668 5.5848 19.0866
H 11.0741 7.8510 17.8234
H 11.6834 8.3820 20.1739
H 9.0226 5.3338 16.8400
H 10.1502 6.6584 16.3335
H 8.4224 7.0181 16.7014
C 17.4091 8.0629 9.3530
N 17.4974 8.0667 10.8248
C 18.4922 8.7497 11.4774
C 18.3812 8.9883 12.8447
C 17.3209 8.4317 13.5876
C 16.3519 7.7534 12.8885
C 16.4285 7.5837 11.4779
C 17.1307 8.7027 15.0123
C 15.8941 9.0412 15.6044
C 15.7328 9.4133 16.9248
N 16.8238 9.4310 17.6792
C 18.0607 9.0204 17.2420
C 18.2086 8.7239 15.9028
C 16.6222 10.1066 19.0537
H 18.4349 8.1874 9.0062
H 16.7459 8.8842 9.0814
H 17.0236 7.0731 9.1086
H 19.2169 9.2986 10.8945
H 19.1660 9.6228 13.2291
H 15.4571 7.3907 13.3724
H 15.6454 7.2051 10.8377
H 14.9704 8.9403 15.0539
H 14.8518 9.7917 17.4220
H 18.8719 9.3001 17.8977
H 19.2059 8.6662 15.4922
H 15.6207 9.9926 19.4687
H 16.8299 11.1706 18.9402
H 17.2753 9.5913 19.7579
C 15.5697 8.9188 23.5744
O 15.4467 8.0879 22.3610
O 15.6972 7.9710 24.5654
C 16.7072 10.0242 23.2983
F 17.9419 9.5901 23.2645
F 16.3368 10.5686 22.1485
F 16.5979 11.0410 24.1640
C 14.3107 8.3242 21.5230
C 14.3907 7.5029 20.2042
H 13.8346 6.5696 20.2935
H 13.9254 8.0411 19.3784
H 15.4449 7.3197 19.9961
H 14.0653 9.3598 21.2878
H 13.4153 7.9932 22.0492
H 14.6079 9.3646 23.8280
C 12.0140 12.7124 25.2998
O 11.0417 13.3906 24.4230
O 11.2828 11.8078 26.1358
C 13.3346 12.3677 24.4773
F 13.9556 13.3472 23.7994
F 14.2926 11.8762 25.2845
F 13.1371 11.3146 23.5864
C 10.8299 12.9769 23.0656
C 9.5687 13.7012 22.6443
H 8.8100 13.4322 23.3792
H 9.6113 14.7901 22.6184
H 9.1777 13.3200 21.7009
H 10.7251 11.9061 22.8912
H 11.6933 13.2954 22.4814
H 12.3141 13.4548 26.0393
N 12.9993 11.2608 19.2894
O 12.2664 10.4299 18.7141
O 12.7055 11.6751 20.4041
O 13.8852 11.8322 18.6227
```

Computed properties:
- strongest force on any atom (eV/A) = 5.32
- charge = +3
- calculated total energy (eV) = -87535.25317

Atom charges from the Mulliken analysis, given in e for atoms 1 to 8:
1. C -0.875
2. N 0.076
3. C -0.237
4. C -0.683
5. C 0.500
6. C -0.366
7. C -0.511
8. C 0.748

***

Entry from the OMol25 dataset: a cluster of 3 separate species, C44H54N6O6 in total (the ωB97M-V functional and the def2-TZVPD basis).

```
110
Properties=species:S:1:pos:R:3
H -4.2631 -3.8627 -3.9392
N -4.8791 -3.0942 -4.1907
C -5.0084 -2.2771 -3.2206
N -5.8051 -1.1319 -3.4288
N -4.3432 -2.4747 -1.9903
C -5.1973 -2.2352 -0.7891
C -4.2617 -2.1007 0.4412
C -4.6673 -0.9355 1.3952
C -3.5057 -0.4193 2.2607
C -2.5986 0.7078 1.6041
C -1.2598 0.4877 2.2460
N -0.1766 0.1864 2.5698
C -2.5282 0.6111 0.0733
C -3.5390 1.2103 -0.6638
C -3.4081 1.0825 -2.0432
C -2.3124 0.3857 -2.5093
N -1.3724 -0.2150 -1.8164
C -1.4884 -0.0963 -0.4958
C -3.0983 2.0862 2.1554
C -4.5815 2.1757 2.2775
N -5.7504 2.1795 2.2566
C -2.6185 3.3629 1.4180
C -1.1479 3.3676 0.9987
O -1.0462 4.2693 -0.1019
C 0.3103 4.5659 -0.3889
C 0.8118 3.7995 -1.6161
O 2.1984 4.1065 -1.9150
C 2.9620 3.0969 -1.3345
C 3.3152 1.9708 -2.0164
C 4.0355 0.9698 -1.3874
C 4.4131 1.0773 -0.0657
C 5.1783 0.0059 0.7307
C 6.6119 0.6045 0.9759
C 4.5313 -0.1460 2.1365
C 5.3957 -1.3305 -0.0291
C 4.2242 -2.3572 -0.0036
C 4.2240 -3.2522 1.2766
C 2.8234 -1.7681 -0.2753
C 4.5034 -3.3463 -1.1815
C 4.0786 2.2562 0.6018
C 3.3657 3.2491 -0.0168
H -5.4365 -0.6791 -4.2601
H -5.6134 -0.4860 -2.6659
H -4.0030 -3.4229 -1.9088
H -5.8805 -1.3940 -0.9196
H -5.7932 -3.1514 -0.6498
H -4.3270 -3.0065 1.0593
H -3.2327 -1.9996 0.0845
H -5.3865 -1.3926 2.0938
H -5.2410 -0.1567 0.8810
H -2.8270 -1.2747 2.4055
H -3.8140 -0.1367 3.2751
H -4.3667 1.7387 -0.2047
H -4.1282 1.5413 -2.7132
H -2.2127 0.3245 -3.5974
H -0.7181 -0.5910 0.0937
H -2.7339 2.1583 3.1907
H -2.7710 4.2125 2.0979
H -3.2582 3.5616 0.5525
H -0.7722 2.3984 0.6418
H -0.5295 3.7022 1.8454
H 0.9346 4.4344 0.5016
H 0.3600 5.6374 -0.6433
H 0.7613 2.7190 -1.4215
H 0.2064 4.0123 -2.5049
H 3.0300 1.8387 -3.0576
H 4.3104 0.0705 -1.9307
H 6.5096 1.4889 1.6146
H 7.0830 0.8545 0.0178
H 7.2088 -0.1539 1.4975
H 4.8546 0.7090 2.7468
H 4.8361 -1.0508 2.6681
H 3.4390 -0.0525 2.0922
H 6.2813 -1.8194 0.3946
H 5.6158 -1.0793 -1.0712
H 3.5386 -2.7689 1.9890
H 3.7596 -4.2112 1.0222
H 5.2223 -3.3440 1.7115
H 2.5758 -0.8808 0.3130
H 2.6914 -1.5872 -1.3497
H 2.0849 -2.5459 -0.0197
H 4.7593 -2.8146 -2.1075
H 3.6269 -3.9765 -1.3929
H 5.3245 -4.0294 -0.9279
H 4.3666 2.4113 1.6373
H 3.1096 4.1619 0.5130
O -8.8939 0.9187 7.1036
C -9.1589 0.6148 5.9601
C -10.4448 -0.0412 5.6164
C -10.7347 -0.3768 4.3620
C -9.7853 -0.1078 3.2538
O -10.0509 -0.4125 2.1107
C -8.5003 0.5478 3.5976
C -8.2110 0.8831 4.8519
H -11.1245 -0.2286 6.4380
H -11.6668 -0.8566 4.0915
H -7.8186 0.7372 2.7782
H -7.2786 1.3633 5.1211
O 7.4532 -2.6448 -2.0508
C 8.0892 -2.1899 -2.9775
C 9.1846 -2.9612 -3.6135
C 9.8827 -2.4593 -4.6289
C 9.5944 -1.1078 -5.1691
O 10.2292 -0.6522 -6.0950
C 8.4984 -0.3362 -4.5327
C 7.8006 -0.8383 -3.5175
H 9.3800 -3.9452 -3.2065
H 10.6860 -3.0062 -5.1058
H 8.3029 0.6479 -4.9394
H 6.9969 -0.2901 -3.0406
```

Computed properties:
- strongest force on any atom (eV/A) = 2.50
- calculated total energy (eV) = -67725.31285
- energy above the lowest of the compared OMol25 structures with the same formula, charge and spin (kcal per mole) = 0.00
- structure (SMILES) = [H]/N=C(/N)NCCCC[C@@](C#N)(c1cccnc1)[C@H](C#N)CCOCCOc1ccc(C(C)(C)CC(C)(C)C)cc1.O=C1C=CC(=O)C=C1.O=C1C=CC(=O)C=C1

Atom charges from the Mulliken analysis, given in e for atoms 1 to 8:
1. H 0.197
2. N -0.853
3. C 0.588
4. N -0.574
5. N -0.195
6. C -1.184
7. C -0.632
8. C -0.726